Record 1
Density functional theory data (wB97M-V/def2-TZVPD) for a molecular structure, C24H27N9O3Ti at a distorted geometry.

The geometry in XYZ format:
```
64
C24H27N9O3Ti (wB97M-V/def2-TZVPD)
Ti 0.16719 -0.15702 -0.01320
O 0.01415 1.23489 1.34191
O 1.72296 -0.23577 -1.07049
O 3.44770 -1.87924 -2.54203
N -0.71632 -3.21492 -3.03376
N -0.34458 -1.92377 -1.35228
N -1.93804 -2.67797 -2.75973
N -1.94485 -0.40697 0.10341
N -0.17609 1.46205 -1.12744
N -4.78972 -0.42809 -0.34161
N 2.27828 -0.38309 1.62876
N -0.85458 2.45646 -0.40230
N -0.21699 -1.91021 1.67229
C 0.11961 1.70869 -2.33134
C -3.93423 -1.04955 -1.14496
C 1.01886 0.83136 -3.07382
C 2.81108 -0.73473 -4.48406
C 2.03012 0.20311 -5.16675
C -4.19155 0.15098 0.75481
C -1.39913 3.13852 1.81604
C -2.75749 4.72022 3.65686
C 1.68285 -2.10771 3.28267
C -2.56710 -1.08525 -0.94941
C -3.06648 4.80172 2.30234
C -0.69470 2.23277 0.86471
C -1.66797 -1.89958 -1.73455
C -2.85549 0.16367 0.96695
C 2.71731 -0.88321 -3.11885
C -1.09013 3.06040 3.16621
C 0.62171 -2.82672 2.46614
C 1.14935 0.98682 -4.45532
C 4.08730 -1.59188 -1.29815
C 0.21291 -2.75971 -2.20797
C 1.81274 -0.10265 -2.37664
C 2.79150 -1.46916 2.46484
C -1.76525 3.85182 4.08823
C -2.38897 4.01453 1.38279
H -3.84376 5.47580 1.96397
H 3.22523 -2.22902 1.80835
H -2.62428 4.05630 0.32761
H -1.51915 3.78669 5.14094
H 2.99141 -0.03037 1.00143
H -0.71168 -1.28067 2.30055
H 3.39672 -1.68808 -0.46572
H 0.53753 1.72751 -4.95881
H -0.94468 -2.42774 1.19166
H -0.31967 2.37285 3.48814
H 1.96450 0.39754 2.19626
H -0.25637 2.62665 -2.78093
H -3.29459 5.32898 4.37358
H 1.10649 -3.52383 1.77748
H 4.89440 -2.31264 -1.20083
H 4.50473 -0.58295 -1.30241
H -4.34251 -1.57599 -2.00502
H 3.51223 -1.37347 -5.01064
H 2.12579 0.31442 -6.23849
H 1.25759 -3.03460 -2.25508
H -2.45745 0.64312 1.85243
H 3.58867 -1.14204 3.13714
H 1.20040 -1.34419 3.90710
H 2.13419 -2.82909 3.96855
H -4.84890 0.62342 1.47458
H -0.60665 -3.84848 -3.80639
H 0.00385 -3.42095 3.14024
```

Results
Gap between HOMO and LUMO (alpha / beta), eV: 5.3764 / 8.2387
Energy, hartree: -2498.85410
Molecular weight, g/mol: 537.41
Lowest unoccupied orbital energy (alpha / beta), hartree: 0.004 / 0.002
Energy relative to the best compared isomer or geometry (same formula, charge and spin), kJ/mol: 49.8
Charge: 0
Multiplicity: 3


Record 2
Density functional theory data (wB97M-V/def2-TZVPD) for a molecular structure, C24H28AgCl3N4 at a distorted geometry.

The geometry in XYZ format:
```
60
C24H28AgCl3N4 (wB97M-V/def2-TZVPD)
Ag 1.54278 2.80582 -2.87957
Cl -0.86022 -0.85173 -1.00949
Cl 3.76337 2.29444 -7.13341
Cl -1.27850 6.26072 -3.81560
N 3.47342 -5.17020 -2.71468
N -0.19715 -11.04727 -3.94402
N -3.37061 10.78716 3.21012
N -0.27605 4.57332 4.52162
C -0.66894 5.32644 5.62148
C 3.19129 -7.46279 -2.33835
C -2.70251 10.70512 4.38981
C -0.09098 -10.57533 -2.69581
C 2.44578 -5.13769 -3.65766
C 2.10146 -7.50543 -3.27331
C -3.33287 9.75962 2.29902
C 3.86616 -6.29840 -2.06406
C -0.78577 6.32308 2.99990
C 1.13496 -9.22742 -4.77904
C -1.07795 6.68048 5.35262
C 0.70373 -9.45395 -2.47778
C -1.05305 -12.14788 -4.31625
C 0.08952 3.15333 4.76104
C -2.61027 8.63009 2.61593
C 4.20043 -3.93932 -2.28633
C -1.18026 7.16042 4.04834
C -1.91220 9.54320 4.74405
C 1.34508 -8.75287 -3.50505
C -3.95833 12.11148 2.87224
C -1.91413 8.47730 3.80986
C -0.26693 5.02296 3.27151
C 1.74695 -6.30589 -3.93467
C 0.40127 -10.40002 -4.97638
H -2.09206 -11.85132 -4.17269
H 1.17485 3.09711 4.67740
H 3.35023 -8.36683 -1.76927
H 0.06771 4.33008 2.51366
H 1.01931 -6.26727 -4.73181
H -4.91544 12.12560 3.39361
H 0.27248 -10.83466 -5.95663
H -0.44748 2.79861 5.64076
H -0.58558 4.89657 6.60873
H -3.89423 9.88545 1.38500
H 3.77558 -3.12057 -2.86706
H -2.75459 11.55077 5.05955
H 5.28074 -4.06324 -2.36166
H 0.74944 -8.97761 -1.50958
H -2.51604 7.90446 1.82159
H 2.20676 -4.26763 -4.25117
H -3.98058 12.13085 1.78264
H -0.31193 2.67288 3.86879
H 4.64032 -6.24263 -1.31308
H -0.67149 -12.55594 -5.25220
H 3.88476 -3.80143 -1.25219
H -0.44109 -11.15178 -1.85229
H -0.82059 6.77179 2.01814
H -1.22902 9.46311 5.57667
H -0.98758 -12.97146 -3.60525
H 1.43525 -8.68780 -5.66506
H -1.36590 7.33655 6.16074
H -3.31315 12.85737 3.33644
```

Results
Gap between HOMO and LUMO, eV: 1.2218
Energy, hartree: -2677.00549
Molecular weight, g/mol: 586.74
Lowest unoccupied orbital energy, hartree: -0.257
Energy relative to the best compared isomer or geometry (same formula, charge and spin), kJ/mol: 962.7
Charge: +2
Multiplicity: 1


Record 3
Density functional theory data (wB97M-V/def2-TZVPD) for a molecular structure, C24H28AuN4O4S6Se.

The geometry in XYZ format:
```
68
C24H28AuN4O4S6Se (wB97M-V/def2-TZVPD)
Au -0.25927 0.82908 0.39824
Se 0.79869 -2.00911 -3.18104
S 0.17984 6.76460 4.59293
S 1.45361 1.76564 1.83449
S -1.52424 -0.00109 -1.70711
S -1.25342 5.04415 2.63219
S -1.64859 2.71139 0.79610
S 1.34040 4.23731 3.52277
O 2.65803 2.06601 -3.07403
O 2.08314 -2.49884 1.20047
O 4.75963 1.95061 -3.50302
O 0.63781 -1.13279 0.19311
N -1.84761 2.39428 -2.88390
N 3.77815 1.65145 -2.84577
N -3.49434 1.70594 -1.44812
N -0.88365 -4.71439 -6.62893
C 2.99518 -0.81220 -0.16037
C -0.49491 2.41188 -3.43241
C 1.82016 -1.54392 0.48623
C -5.70838 0.53300 -3.47742
C -0.04886 -4.46429 -4.39419
C 0.11790 -3.09174 -4.57338
C 5.39391 -0.54115 -0.32372
C 5.23592 0.38086 -1.34392
C -0.23675 -2.55555 -5.81041
C -5.06064 2.96527 -2.95210
C 0.09564 5.42154 3.63325
C 2.82348 0.12693 -1.16738
C -0.73335 -3.40033 -6.78963
C 0.57877 3.17457 2.35921
C 4.28330 -1.13925 0.25092
C -6.18447 1.94370 -3.13745
C -0.53896 -5.22181 -5.44629
C -0.47997 2.75791 -4.91744
C -0.64432 3.55677 1.94647
C 3.94950 0.69128 -1.74638
C -2.32467 1.47253 -2.05059
C -2.00006 0.81845 -5.64123
C -0.68020 1.55755 -5.84097
C -4.32728 2.88237 -1.61137
H 1.83641 0.40350 -1.50946
H -5.05244 2.85880 -0.79757
H -1.24345 3.51857 -5.12532
H 6.07747 0.85354 -1.82719
H -5.09259 0.54163 -4.37992
H -3.77543 0.98573 -0.80404
H -4.34801 2.85327 -3.77578
H -0.60663 1.89881 -6.87755
H -6.55656 -0.12864 -3.65878
H -2.85080 1.49753 -5.75157
H 0.09827 3.12486 -2.85842
H 4.38096 -1.87815 1.03519
H -0.66922 -6.29241 -5.33012
H -2.05795 0.35953 -4.65251
H -3.71809 3.77673 -1.43897
H -2.11648 0.02052 -6.37732
H 6.38838 -0.79847 0.01710
H -2.35480 3.26349 -2.94781
H -0.12318 -1.49704 -6.00052
H -1.01923 -3.00197 -7.75757
H 0.15258 0.86516 -5.68102
H -5.10753 0.09160 -2.68376
H -0.06213 1.42867 -3.26212
H -5.46937 3.97648 -3.02923
H 0.19715 -4.92510 -3.44725
H -6.80592 1.92438 -2.23603
H 0.48332 3.22018 -5.14101
H -6.83303 2.29453 -3.94442
```

Results
Gap between HOMO and LUMO (alpha / beta), eV: 6.1585 / 4.4132
Energy, hartree: -6377.61130
Molecular weight, g/mol: 904.84
Lowest unoccupied orbital energy (alpha / beta), hartree: 0.068 / 0.000
Charge: -1
Multiplicity: 3


Record 4
Density functional theory data (wB97M-V/def2-TZVPD) for a molecular structure, C24H28B2ClF2MgN3O11 at a distorted geometry.

The geometry in XYZ format:
```
72
C24H28B2ClF2MgN3O11 (wB97M-V/def2-TZVPD)
Cl 1.15745 -3.57187 -3.37487
Mg -2.33614 -4.66116 -4.85159
F -1.93892 -5.66236 0.84654
F 5.05305 -4.57230 -4.26226
O 4.96474 -2.23420 -2.68779
O 5.83518 -4.26692 -2.29359
O 2.40172 0.91676 -4.42157
O 2.80475 -2.64507 -1.80571
O 0.82648 -5.20426 1.78343
O 0.07222 -4.20233 3.65423
O 0.61413 -6.37694 3.69084
O 3.13676 -4.77605 -1.19325
O 3.31408 1.75310 -1.77576
O 3.06972 -1.10023 -3.71034
O 3.80947 -0.41360 -1.55172
N -0.71766 8.48153 3.02715
N -0.12992 4.20207 -2.46018
N -5.23843 -5.10116 -1.20025
C -1.38226 -4.66696 -1.32812
C -1.25204 4.92890 -2.27909
C -4.68061 -4.15303 -1.77853
C 3.36263 0.62212 -2.19200
C -0.67696 8.13908 0.68806
C 2.88110 0.18272 -3.59304
C -0.13919 -7.06253 5.89683
C -0.43796 6.76111 0.87389
C -3.58662 -4.38868 -2.78688
C -0.34126 5.85545 -0.25784
C -0.46470 7.16052 3.24018
C 0.87383 4.26138 -1.56492
C -0.39349 -4.73198 4.89984
C 3.54066 -3.76736 -1.67880
C 0.04317 3.33588 -3.65088
C -0.32082 6.30037 2.20100
C 0.46648 -5.96661 5.05798
C 0.79609 5.06441 -0.46845
C -1.38135 5.75460 -1.20109
C 4.92539 -3.49172 -2.25611
C -0.80849 8.96391 1.75981
C -0.90654 9.36702 4.18189
C 0.53548 -5.25619 2.91955
C -0.30891 -5.11024 -1.93297
B -2.23280 -3.74848 -2.17817
B 3.67503 -1.61041 -2.44523
H -4.92474 -3.11412 -1.59002
H -2.02927 4.83131 -3.01989
H -1.89548 -2.63242 -2.40966
H 0.60006 -4.39512 -1.98675
H -5.93653 -4.73039 -0.56196
H -1.78459 9.03661 4.73256
H -0.25728 -4.00936 5.70134
H -1.16062 -7.27435 5.58117
H -0.99360 10.01979 1.64606
H 0.24728 2.32043 -3.32197
H -1.68169 -5.01475 -0.17308
H -0.14930 -6.78120 6.94969
H -0.30815 -6.08778 -2.36935
H 1.73608 3.64786 -1.77409
H 1.46048 -5.70967 5.43754
H -3.87087 -3.85522 -3.70029
H -0.13911 5.25708 2.41278
H -0.39852 6.83691 4.26722
H -0.02172 9.31725 4.81201
H -3.49476 -5.44752 -2.94106
H 1.63205 5.09103 0.21416
H -2.29345 6.32057 -1.08563
H 0.42766 -7.98516 5.78461
H -1.45577 -4.96592 4.79873
H -0.86318 3.35935 -4.24509
H 0.87827 3.71340 -4.23320
H -1.05354 10.38338 3.83702
H -0.75421 8.55977 -0.30305
```

Results
Gap between HOMO and LUMO, eV: 1.1029
Energy, hartree: -2832.61064
Molecular weight, g/mol: 653.88
Lowest unoccupied orbital energy, hartree: -0.157
Charge: 0
Multiplicity: 1